{
  "formula": "C4H6FIO",
  "method": "ωB97M-V/def2-TZVPD",
  "elements": ["C", "C", "F", "C", "O", "C", "I", "H", "H", "H", "H", "H", "H"],
  "xyz": [[-0.511451, -2.028081, 0.587650], [0.643452, -1.363846, 0.633277], [1.816638, -1.955206, 0.743496], [0.765926, 0.176123, 0.402200], [-0.316975, 0.427471, -0.526729], [-0.509079, 1.714443, -1.018523], [-1.992576, 3.084571, -0.055216], [-1.342435, -1.472938, 0.348356], [-0.544017, -3.152555, 0.744678], [0.623932, 0.606194, 1.447126], [1.759784, 0.234684, -0.108602], [-0.812514, 1.533287, -2.142353], [0.419315, 2.195853, -1.055361]],
  "forces_ev_per_a": [[2.75, -2.26, 0.80], [-1.90, 0.94, -0.80], [0.98, -0.45, 0.52], [-0.62, -2.27, 0.22], [-0.01, 0.67, 0.98], [-0.96, -1.65, -2.49], [0.80, -0.88, -0.35], [-1.92, 0.90, -0.24], [0.00, 1.70, -0.32], [0.44, 0.32, -1.64], [-0.68, 0.91, 0.67], [-0.03, 0.74, 2.37], [1.17, 1.35, 0.28]],
  "relative_energy_ev": 1.090,
  "e_tot_ha": -628.73224,
  "e_homo_ev": -9.6,
  "charge": 0,
  "smiles": "C=C(F)COCI",
  "lumo_energy_ev": 0.2042,
  "homo_lumo_gap_ev": 9.821
}